*w*
One molecule with the formula C9H9N3S. Source: the Open Molecules 2025 dataset; level of theory: ωB97M-V/def2-TZVPD.

Output
frontier orbital gap: 8.79 eV
LUMO: 0.5 eV
E_HOMO: -8.25 eV

Element x y z (Å)
S (-1.64, -1.51, 1.60)
N (-0.51, -0.33, 0.99)
C (-0.76, 0.51, -0.13)
C (0.29, 0.92, -0.92)
C (0.03, 1.71, -2.05)
C (-1.24, 2.10, -2.41)
C (-2.32, 1.63, -1.62)
C (-2.13, 0.82, -0.57)
C (0.97, -1.02, 1.19)
C (2.01, -0.82, 2.06)
C (2.83, -1.82, 1.58)
N (2.44, -2.50, 0.58)
N (1.19, -2.02, 0.33)
H (-2.08, -0.80, 2.78)
H (1.28, 0.48, -0.76)
H (0.89, 2.02, -2.64)
H (-1.42, 2.92, -3.15)
H (-3.38, 2.00, -1.68)
H (-3.05, 0.68, 0.14)
H (2.09, -0.43, 3.09)
H (3.85, -2.16, 1.90)
H (0.66, -2.38, -0.33)

These are the natural (NBO) partial charges, in e, on atoms 1 to 8: S 0.171; N -0.581; C 0.171; C -0.290; C -0.180; C -0.253; C -0.200; C -0.259

---

*x*
One molecule with the formula C9H9N3S. Source: the Open Molecules 2025 dataset; level of theory: ωB97M-V/def2-TZVPD.

Output
frontier orbital gap: 8.16 eV
LUMO: -0.4 eV
E_HOMO: -8.57 eV

Element x y z (Å)
S (0.10, -2.35, 1.98)
C (-0.37, -0.89, 1.34)
C (0.51, 0.41, 1.56)
C (1.33, 0.63, 0.37)
C (2.33, -0.23, -0.06)
C (2.88, 0.29, -1.20)
N (2.13, 1.45, -1.48)
C (1.20, 1.68, -0.51)
N (-1.48, -0.80, 0.52)
C (-2.15, 0.31, 0.04)
C (-3.16, -0.19, -0.75)
N (-3.13, -1.54, -0.70)
C (-2.18, -1.88, 0.05)
H (1.11, 0.15, 2.50)
H (-0.24, 1.18, 1.85)
H (2.74, -1.16, 0.48)
H (3.51, -0.22, -1.94)
H (2.19, 1.95, -2.40)
H (0.42, 2.34, -0.74)
H (-2.01, 1.26, 0.16)
H (-3.83, 0.41, -1.37)
H (-1.90, -2.80, 0.31)

These are the natural (NBO) partial charges, in e, on atoms 1 to 8: S -0.046; C 0.179; C -0.468; C -0.146; C -0.275; C -0.077; N -0.501; C -0.061

---

Most stable: *x* (next structure +34.8 kcal/mol)

---

*w*
One molecule with the formula C10H12N2O2. Source: the Open Molecules 2025 dataset; level of theory: ωB97M-V/def2-TZVPD.

Output
frontier orbital gap: 8.67 eV
LUMO: 0.0 eV
E_HOMO: -8.69 eV

Element x y z (Å)
C (0.08, 2.27, 0.20)
N (0.88, 1.27, -0.48)
O (2.27, 1.46, -0.35)
C (2.76, 0.21, -0.11)
O (3.94, 0.10, 0.03)
N (1.78, -0.72, -0.02)
C (1.83, -2.19, 0.28)
C (0.47, -0.07, -0.11)
C (-0.38, -0.26, 1.17)
C (-1.64, 0.13, 1.41)
C (-2.66, 0.40, 0.45)
C (-2.57, 0.18, -0.89)
C (-1.53, -0.54, -1.62)
C (-0.24, -0.65, -1.32)
H (0.30, 3.32, -0.18)
H (-1.03, 2.03, 0.01)
H (0.46, 2.44, 1.28)
H (1.77, -2.53, 1.25)
H (1.05, -2.54, -0.40)
H (2.87, -2.51, -0.07)
H (0.24, -0.61, 2.07)
H (-2.12, -0.01, 2.48)
H (-3.54, 0.81, 0.94)
H (-3.41, 0.31, -1.39)
H (-1.79, -0.98, -2.59)
H (0.22, -1.31, -2.04)

These are the natural (NBO) partial charges, in e, on atoms 1 to 8: C -0.457; N -0.175; O -0.333; C 0.869; O -0.611; N -0.458; C -0.400; C 0.189

---

*x*
One molecule with the formula C10H12N2O2. Source: the Open Molecules 2025 dataset; level of theory: ωB97M-V/def2-TZVPD.

Output
frontier orbital gap: 9.29 eV
LUMO: 0.6 eV
E_HOMO: -8.65 eV

Element x y z (Å)
C (-0.04, -2.21, -0.46)
C (0.04, -0.84, 0.23)
C (-1.06, -0.13, 0.54)
O (-2.27, -0.83, 0.39)
C (-3.45, -0.14, 0.18)
O (-4.43, -0.69, 0.51)
N (-3.27, 1.14, -0.37)
N (-4.38, 1.89, -0.48)
C (1.42, -0.23, 0.26)
C (2.04, 0.34, 1.40)
C (3.34, 0.81, 1.34)
C (4.07, 0.74, 0.11)
C (3.41, 0.23, -1.03)
C (2.09, -0.16, -0.98)
H (-0.99, -2.84, -0.13)
H (0.68, -2.89, -0.04)
H (-0.02, -2.19, -1.58)
H (-1.10, 0.87, 0.98)
H (-2.42, 1.45, -0.97)
H (-4.57, 2.21, 0.46)
H (-5.14, 1.44, -0.95)
H (1.43, 0.31, 2.26)
H (3.98, 1.05, 2.21)
H (5.07, 1.12, -0.13)
H (3.97, 0.21, -1.94)
H (1.59, -0.68, -1.78)

These are the natural (NBO) partial charges, in e, on atoms 1 to 8: C -0.663; C -0.057; C 0.092; O -0.518; C 0.873; O -0.582; N -0.517; N -0.642

---

Most stable: *x* (next structure +52.7 kcal/mol)

---

*w*
One molecule with the formula C7H9NO. Source: the Open Molecules 2025 dataset; level of theory: ωB97M-V/def2-TZVPD.

Output
frontier orbital gap: 9.88 eV
LUMO: 0.8 eV
E_HOMO: -9.07 eV

Element x y z (Å)
N (1.94, -1.75, -0.58)
C (1.12, -1.23, 0.04)
C (0.27, -0.42, 0.95)
C (-1.23, -0.47, 0.75)
C (-2.35, -0.81, -0.22)
C (-1.29, 0.12, -0.73)
C (-0.71, 1.52, -0.51)
C (0.56, 1.10, 0.42)
O (1.84, 1.25, -0.11)
H (0.68, -0.57, 1.96)
H (-1.60, 0.22, 1.50)
H (-2.39, -1.76, -0.71)
H (-3.29, -0.39, 0.05)
H (-0.58, -0.55, -1.23)
H (-1.33, 2.21, 0.03)
H (-0.45, 1.96, -1.46)
H (0.48, 1.75, 1.28)
H (1.98, 0.55, -0.78)

These are the natural (NBO) partial charges, in e, on atoms 1 to 8: N -0.340; C 0.276; C -0.336; C -0.259; C -0.341; C -0.223; C -0.430; C 0.137

---

*x*
One molecule with the formula C7H9NO. Source: the Open Molecules 2025 dataset; level of theory: ωB97M-V/def2-TZVPD.

Output
frontier orbital gap (alpha / beta): 6.98 / 7.54 eV
LUMO (alpha / beta): -0.5 / -0.5 eV
E_HOMO (alpha / beta): -7.45 / -8.01 eV

Element x y z (Å)
H (-3.20, -0.67, -0.46)
N (-2.54, -1.01, 0.24)
C (-1.52, -0.22, 0.28)
C (-0.92, 0.38, 1.51)
C (-0.16, -0.67, 0.82)
C (0.82, -0.30, -0.24)
C (1.87, 0.73, 0.12)
O (1.44, -1.41, -0.82)
C (-0.22, 0.33, -1.30)
C (-0.47, 0.89, -2.35)
H (-0.63, 1.43, 1.45)
H (-1.42, 0.10, 2.43)
H (-0.12, -1.69, 1.19)
H (1.44, 1.71, 0.36)
H (2.44, 0.39, 0.99)
H (2.56, 0.88, -0.71)
H (1.36, -2.17, -0.22)
H (-0.72, 1.32, -3.29)

These are the natural (NBO) partial charges, in e, on atoms 1 to 8: H 0.349; N -0.587; C 0.253; C -0.418; C -0.347; C 0.270; C -0.622; O -0.693

---

Most stable: *w* (next structure +77.0 kcal/mol)

---

*w*
One molecule with the formula CH2ClOP. Source: the Open Molecules 2025 dataset; level of theory: ωB97M-V/def2-TZVPD.

Output
frontier orbital gap: 8.79 eV
LUMO: -0.1 eV
E_HOMO: -8.90 eV

Element x y z (Å)
O (1.78, 2.55, 1.22)
C (1.33, 1.95, 0.36)
P (0.69, 0.07, 0.57)
Cl (0.13, -1.50, 1.87)
H (-0.53, 0.35, 0.33)
H (0.92, -0.37, -0.73)

Which charges does natural (NBO) predict for the atoms? In e, they are: O -0.459; C 0.347; P 0.506; Cl -0.355; H -0.039; H 0.000

---

*x*
A 2-piece molecular cluster, CH2ClOP overall. Source: the Open Molecules 2025 dataset; level of theory: ωB97M-V/def2-TZVPD.

Output
frontier orbital gap: 9.80 eV
LUMO: 0.4 eV
E_HOMO: -9.37 eV

Element x y z (Å)
C (-0.01, 1.74, 0.76)
O (0.99, 2.13, 1.17)
P (0.15, -0.45, -0.41)
Cl (-0.93, -1.68, 0.67)
H (-0.83, -0.20, -1.19)
H (0.62, -1.55, -1.00)

Which charges does natural (NBO) predict for the atoms? In e, they are: C 0.448; O -0.502; P 0.450; Cl -0.287; H -0.056; H -0.053

---

Most stable: *x* (next structure +4.5 kcal/mol)

---

*w*
One molecule with the formula CH2BrNO4. Source: the Open Molecules 2025 dataset; level of theory: ωB97M-V/def2-TZVPD.

Output
frontier orbital gap: 11.16 eV
LUMO: 0.5 eV
E_HOMO: -10.68 eV

Element x y z (Å)
O (2.01, 1.25, 0.91)
C (2.36, 0.51, 0.05)
Br (4.18, 0.14, -0.32)
O (1.62, -0.08, -0.85)
N (0.18, -0.03, -0.89)
O (-0.27, 1.26, -0.78)
O (-0.28, -0.73, 0.22)
H (0.19, 1.60, 0.10)
H (-1.03, -1.40, -0.06)

These are the natural (NBO) partial charges, in e, on atoms 1 to 8: O -0.572; C 0.704; Br 0.045; O -0.395; N 0.358; O -0.532; O -0.588; H 0.479

---

*x*
A 2-piece molecular cluster, CH2BrNO4 overall. Source: the Open Molecules 2025 dataset; level of theory: ωB97M-V/def2-TZVPD.

Output
frontier orbital gap (alpha / beta): 8.39 / 6.24 eV
LUMO (alpha / beta): -1.7 / -3.0 eV
E_HOMO (alpha / beta): -10.06 / -9.22 eV

Element x y z (Å)
C (-0.16, 0.27, -0.01)
N (-0.42, -0.38, -1.38)
O (-1.04, 0.13, -2.28)
O (0.47, -1.38, -1.62)
O (-0.90, 1.35, 0.19)
O (0.63, -0.34, 0.63)
Br (-2.46, -1.73, -0.09)
H (-0.81, 1.32, 1.18)
H (0.81, -1.73, -0.82)

These are the natural (NBO) partial charges, in e, on atoms 1 to 8: C 0.849; N 0.337; O -0.232; O -0.476; O -0.596; O -0.558; Br -0.358; H 0.520

---

Most stable: *w* (next structure +1.4 kcal/mol)

---

*w*
One molecule with the formula H3NOP2. Source: the Open Molecules 2025 dataset; level of theory: ωB97M-V/def2-TZVPD.

Output
frontier orbital gap (alpha / beta): 8.38 / 8.38 eV
LUMO (alpha / beta): -0.4 / -0.4 eV
E_HOMO (alpha / beta): -8.75 / -8.75 eV

Element x y z (Å)
O (1.78, 0.92, 0.49)
N (1.99, -0.14, 0.05)
P (0.29, -1.08, -0.19)
P (-0.90, 0.80, -0.03)
H (0.15, -1.47, -1.58)
H (-2.07, 0.04, -0.09)
H (-1.25, 0.93, 1.35)

Which charges does natural (NBO) predict for the atoms? In e, they are: O -0.254; N 0.030; P 0.211; P 0.005; H 0.006; H -0.012; H 0.014

---

*x*
H3NOP2 as an isolated structure. Source: the Open Molecules 2025 dataset; level of theory: ωB97M-V/def2-TZVPD.

Output
frontier orbital gap (alpha / beta): 7.57 / 7.27 eV
LUMO (alpha / beta): -1.5 / -1.0 eV
E_HOMO (alpha / beta): -9.10 / -8.25 eV

Element x y z (Å)
N (-2.26, -0.24, 0.11)
O (-3.07, 0.53, -0.29)
P (-0.71, -0.41, -0.22)
P (1.96, 0.00, -0.43)
H (-0.46, -1.45, 0.54)
H (2.12, 0.15, 0.85)
H (2.42, 1.42, -0.56)

Which charges does natural (NBO) predict for the atoms? In e, they are: N -0.160; O -0.254; P 0.500; P 0.024; H -0.052; H -0.057; H -0.002

---

Most stable: *w* (next structure +38.0 kcal/mol)